Below is an isolated molecule of C22H21NO5S2 in a non-equilibrium geometry, with properties calculated with ωB97M-V with the def2-TZVPD basis set.

```
51
Properties=species:S:1:pos:R:3:forces:R:3
C -2.71012 5.18844 -4.23822 0.04 -0.09 0.41
C -2.98284 5.26541 -2.73887 -0.27 0.20 -0.40
O -2.00122 4.59175 -1.97527 0.24 -0.23 0.17
C -2.00695 3.24686 -1.89176 0.17 -0.21 0.14
C -2.97266 2.39607 -2.41869 0.01 0.46 0.00
C -2.87866 1.03037 -2.25086 0.34 -0.37 0.23
C -1.80973 0.45665 -1.55020 -0.24 0.82 -0.21
C -0.83412 1.31502 -1.01540 0.07 0.16 0.03
C -0.91847 2.68133 -1.17331 -0.24 0.10 -0.18
O -0.02414 3.57361 -0.69070 -0.17 0.12 -0.11
C 1.08827 3.09461 0.04560 0.33 -0.04 0.21
C 1.90953 4.30267 0.46670 -0.33 -0.27 -0.18
H 1.30525 4.96724 1.07789 -0.02 0.07 0.09
H 2.24313 4.84934 -0.41094 0.07 0.06 -0.06
H 2.77487 3.97894 1.03758 0.10 -0.02 0.06
H 0.74545 2.53798 0.92744 0.01 -0.01 -0.13
H 1.69029 2.42013 -0.57712 -0.11 0.00 0.06
H -0.01109 0.88370 -0.47649 0.08 0.02 0.05
C -1.79460 -0.96856 -1.43230 0.54 -0.79 0.40
C -0.95393 -1.86135 -0.84228 -0.91 0.01 -0.56
C 0.28566 -1.73198 -0.08453 0.30 0.65 0.11
O 0.90126 -0.72527 0.20528 -0.06 -0.08 -0.02
N 0.73810 -2.98365 0.30948 0.22 -0.03 0.24
C 0.02646 -4.07841 -0.06858 -0.39 -0.49 -0.26
S 0.43358 -5.62387 0.26872 -0.41 0.00 -0.08
S -1.37809 -3.57762 -0.97275 0.25 -0.13 0.16
C 1.95119 -3.10164 1.08714 0.29 0.02 0.09
C 1.71780 -3.39695 2.55272 0.02 0.06 0.02
C 0.45315 -3.61840 3.07660 0.03 0.09 -0.07
C 0.29411 -3.89344 4.42415 -0.05 0.00 0.05
C 1.39493 -3.94977 5.25898 -0.03 -0.03 0.06
C 2.65820 -3.71576 4.74281 0.07 0.04 0.03
C 2.81976 -3.43357 3.39916 -0.09 0.03 -0.01
H 3.80555 -3.25126 3.00161 0.11 -0.01 -0.02
H 3.52256 -3.75124 5.38880 0.08 0.00 0.06
H 1.26872 -4.17167 6.30816 -0.01 -0.02 0.09
H -0.69640 -4.06754 4.81746 -0.08 -0.01 0.04
H -0.42319 -3.57928 2.44648 -0.03 -0.01 -0.06
C 2.89594 -4.12024 0.43495 0.28 -0.13 0.01
O 3.66120 -4.83297 1.01498 0.10 0.05 0.06
O 2.84456 -4.02223 -0.90034 0.00 0.29 -0.52
H 3.44479 -4.66846 -1.30425 -0.02 0.03 0.31
H 2.44656 -2.12083 0.99766 -0.11 -0.27 -0.02
H -2.64220 -1.44042 -1.92026 -0.06 0.01 -0.04
H -3.64551 0.39672 -2.67078 -0.07 -0.09 -0.04
H -3.81363 2.79444 -2.96354 -0.04 0.09 -0.05
H -2.91637 6.30394 -2.40360 -0.09 -0.16 -0.01
H -3.98562 4.88948 -2.50206 0.10 0.05 0.05
H -2.74511 4.16014 -4.58960 -0.02 -0.06 -0.08
H -3.45304 5.77118 -4.77564 -0.08 0.05 -0.08
H -1.72317 5.59036 -4.45199 0.07 0.05 -0.05
```
Forces are in eV/Å.

Properties
- Kohn-Sham gap: 7.0 eV
- Net charge: 0
- LUMO level: -0.86 eV
- Energy above the lowest of the compared OMol25 structures with the same formula, charge and spin: 0.0 kJ/mol

Here are the natural (NBO) charges for atoms 1 to 8, given in e: atom 1 (C): -0.638, atom 2 (C): -0.063, atom 3 (O): -0.473, atom 4 (C): 0.295, atom 5 (C): -0.314, atom 6 (C): -0.154, atom 7 (C): -0.128, atom 8 (C): -0.282


Below is a structure of composition C22H22BrCl4IrN4O4S, with properties calculated with ωB97M-V with the def2-TZVPD basis set.

```
59
Properties=species:S:1:pos:R:3:forces:R:3
Ir -0.66482 -0.01570 -0.97581 -0.12 -0.30 -0.35
N -2.52323 -1.13932 -0.16007 -0.05 0.00 -0.23
C -3.75000 -0.32679 -0.11845 0.00 -0.03 0.03
C -3.80697 0.55866 -1.35300 0.07 0.01 0.06
N -2.57178 1.34164 -1.49340 -0.21 0.10 0.10
C -2.49010 2.60945 -0.75429 0.08 -0.08 0.07
C -1.78768 2.43616 0.59198 -0.07 0.05 -0.02
N -0.48458 1.77223 0.41370 0.08 -0.03 0.06
H -2.32033 -1.53950 0.75389 0.00 0.03 0.04
H -2.60172 -1.90722 -0.82285 -0.05 -0.02 0.03
H -4.64288 -0.95426 -0.06551 0.03 0.03 -0.02
H -3.71849 0.27036 0.79196 -0.01 -0.02 0.01
H -3.88909 -0.06643 -2.24433 -0.02 -0.01 0.01
H -4.68983 1.20429 -1.31665 0.02 -0.02 0.01
H -2.37354 1.48570 -2.47560 0.02 0.04 -0.02
H -1.92395 3.31175 -1.36944 0.01 0.00 0.02
H -3.48293 3.04082 -0.59611 0.02 0.00 0.01
H -1.67417 3.40850 1.07732 -0.02 -0.02 -0.04
H -2.37047 1.80308 1.25872 0.00 0.00 0.02
H 0.22241 2.41402 0.06630 0.01 0.01 0.03
H -0.15884 1.37477 1.29503 -0.01 -0.03 0.01
Cl 2.73047 -6.09621 -1.64334 -0.02 -0.03 -0.03
C 2.21533 -4.54662 -1.15113 0.08 0.06 0.07
C 3.00374 -3.82711 -0.18043 -0.04 -0.12 -0.09
Cl 4.41657 -4.55378 0.43175 0.02 0.01 0.03
C 2.63133 -2.57621 0.24646 -0.10 0.08 -0.04
Cl 3.54810 -1.68105 1.39212 0.00 -0.02 0.00
C 1.46309 -1.97799 -0.27178 -0.05 0.02 0.08
O 1.06200 -0.81407 0.08413 0.25 0.05 0.00
C 0.66206 -2.70155 -1.25114 -0.09 0.16 -0.03
O -0.37973 -2.12573 -1.69304 0.17 -0.25 0.19
C 1.07755 -3.99715 -1.67477 -0.01 0.01 0.05
Cl 0.10517 -4.80114 -2.82768 0.02 0.00 0.02
Br 1.48545 2.37813 -6.42483 -0.01 0.05 -0.03
C 2.20274 1.98731 -4.72587 0.13 0.14 -0.09
C 3.45120 2.53780 -4.45592 0.04 0.01 0.01
C 4.06887 2.33451 -3.23462 -0.10 -0.06 0.04
C 3.43034 1.57773 -2.25952 0.03 0.09 -0.15
C 2.18107 1.05481 -2.53294 0.01 -0.18 0.16
C 1.54062 1.23512 -3.75708 0.19 0.10 0.09
C 0.20496 0.62786 -4.00916 -0.65 -0.13 -0.07
O -0.20455 0.35288 -5.10301 0.12 -0.19 0.11
O -0.60681 0.47940 -2.93930 0.24 0.37 -0.18
H 3.93477 3.12894 -5.22032 0.01 0.00 0.00
H 5.04360 2.76402 -3.04979 0.03 0.00 0.00
H 3.90315 1.38507 -1.30670 0.01 0.00 0.03
H 1.71974 0.43519 -1.77421 -0.03 0.00 -0.01
S -0.94276 -0.79825 2.63791 -0.01 0.21 -0.03
C -0.62743 -0.51500 4.27295 -0.07 -0.19 0.22
N 0.64415 -0.22495 4.66015 0.07 -0.03 -0.08
C 1.03887 0.01183 5.93616 -0.03 -0.02 -0.01
C 0.13422 -0.03838 6.94644 -0.06 0.00 -0.04
C -1.20065 -0.36040 6.61961 0.09 0.01 0.09
C -1.57060 -0.59698 5.32742 -0.02 0.06 -0.17
H 1.33334 -0.23753 3.91723 -0.01 0.05 0.02
H 2.08736 0.22703 6.07530 0.02 0.00 0.00
H 0.44068 0.15244 7.96236 0.00 0.00 0.02
H -1.93894 -0.42842 7.40724 -0.01 0.00 0.01
H -2.58605 -0.85374 5.06601 0.00 0.01 0.02
```
Forces are in eV/Å.

Properties
- Kohn-Sham gap (alpha / beta): 8.0 / 5.9 eV
- Expectation value of S²: 8.7772
- Net charge: +1
- LUMO level (alpha / beta): -2.68 / -5.18 eV
- Spin multiplicity: 6
- Energy above the lowest of the compared OMol25 structures with the same formula, charge and spin: 88.8 kJ/mol

Here are the natural (NBO) charges for atoms 1 to 8, given in e: atom 1 (Ir): 1.686, atom 2 (N): -0.838, atom 3 (C): -0.238, atom 4 (C): -0.238, atom 5 (N): -0.642, atom 6 (C): -0.243, atom 7 (C): -0.238, atom 8 (N): -0.857